The following is a DFT calculation (ωB97M-V with the def2-TZVPD basis set) of 13 unconnected molecules or ions with the total composition C15H56F6NO11P in a non-equilibrium geometry.

Atoms and positions in Å:
N -0.4953 25.4846 -11.4122
H -1.1877 25.1668 -12.0753
H -0.1394 24.6417 -10.9845
H -0.9852 26.0990 -10.7778
H 0.2684 25.8702 -11.9490
P 2.4260 25.7457 -8.2839
F 3.9423 25.5148 -7.6720
F 2.7255 27.3421 -8.0573
F 2.9623 25.8301 -9.8598
F 0.9237 25.9690 -8.8641
F 2.2085 24.1117 -8.3210
F 1.6827 25.7107 -6.7952
C 0.5034 28.2293 -5.2230
O 0.2718 29.3246 -4.3244
H 1.2563 28.4880 -5.9676
H 0.9455 27.3710 -4.7171
H -0.4373 27.9172 -5.6766
H 1.1408 29.6588 -4.0905
C 5.1492 28.5219 -10.8067
O 3.8082 28.8337 -10.3911
H 5.5615 29.1912 -11.5618
H 5.8061 28.4716 -9.9384
H 5.1223 27.5447 -11.2891
H 3.4479 28.1738 -9.7941
C 0.5553 29.0961 -9.8195
O 0.3306 30.3460 -10.3693
H 1.3098 28.5415 -10.3774
H 0.8025 29.2834 -8.7746
H -0.3793 28.5354 -9.8039
H 1.1626 30.8072 -10.4980
C 7.6581 25.6193 -6.9478
C 7.6623 25.1154 -5.4842
C 7.0564 23.7295 -5.2758
O 9.0574 25.0328 -5.0809
H 8.2303 24.9222 -7.5600
H 8.1170 26.6078 -6.9642
H 6.7118 25.7381 -7.4754
H 7.1282 25.8740 -4.9120
H 5.9666 23.7313 -5.2981
H 7.2813 23.3809 -4.2678
H 7.2498 23.0271 -6.0865
H 9.4802 24.3803 -5.6439
C 4.2868 21.1697 -7.1278
C 3.1416 20.5038 -7.8987
C 1.7264 20.7241 -7.3340
O 3.1200 20.9538 -9.2021
H 4.4429 20.7521 -6.1332
H 4.1035 22.2352 -6.9892
H 5.2160 20.9837 -7.6665
H 3.4231 19.4521 -7.8464
H 1.6261 20.1199 -6.4323
H 1.0374 20.3083 -8.0691
H 1.5042 21.7727 -7.1360
H 2.3663 20.6580 -9.7178
C 5.9385 28.6998 -6.9035
C 4.8065 29.0606 -5.9462
C 4.4826 27.7590 -5.1372
O 5.3241 30.0953 -5.1353
H 6.0007 29.5413 -7.5935
H 5.6643 27.8157 -7.4791
H 6.8994 28.4700 -6.4430
H 3.8987 29.4310 -6.4223
H 4.1537 27.0237 -5.8715
H 3.6113 27.7460 -4.4825
H 5.2967 27.3278 -4.5546
H 6.2773 29.9848 -5.1061
C -3.0402 24.2693 -6.5112
C -1.5397 24.5252 -6.3424
C -0.7683 23.3250 -5.7631
O -1.0644 24.8349 -7.6094
H -3.5438 25.1535 -6.9019
H -3.5530 23.9836 -5.5928
H -3.0409 23.3572 -7.1081
H -1.3804 25.4020 -5.7148
H 0.2611 23.6141 -5.5513
H -0.6082 22.4654 -6.4139
H -1.2762 23.0597 -4.8359
H -0.1174 24.9303 -7.4835
O 4.8385 23.2805 -9.4662
H 4.1705 22.6007 -9.3772
H 4.4830 24.0301 -8.9887
O 0.6267 23.2241 -10.7219
H 1.3323 23.5151 -10.1442
H 0.5939 22.2751 -10.6013
O -2.1101 26.6731 -9.7260
H -3.0110 26.9421 -9.5462
H -1.8218 26.2457 -8.9195
O 3.4152 25.5094 -12.5160
H 4.0904 24.9988 -12.9628
H 3.5270 25.2964 -11.5895

Computed properties:
E: -2428.1894 Eh
HOMO-LUMO gap: 9.25 eV
E_HOMO: -9.64 eV
LUMO level: -0.389 eV
Max |F|: 2.72 eV/Å

The following is a DFT calculation (ωB97M-V with the def2-TZVPD basis set) of 14 unconnected molecules or ions with the total composition C15H58N14O14 in a non-equilibrium geometry.

Atoms and positions in Å:
C -10.9060 7.5470 -16.1860
C -9.8510 7.8960 -15.1900
O -9.6530 6.8540 -14.2500
H -11.8040 7.4280 -15.7180
H -10.7790 6.6190 -16.6650
H -10.9960 8.3270 -16.9460
H -10.0540 8.7790 -14.6520
H -8.9460 7.9750 -15.7480
H -10.3730 6.8210 -13.5960
C -8.2170 1.2950 -11.9270
O -9.2960 1.9460 -11.3920
N -7.6470 0.1970 -11.4670
N -7.6840 1.6540 -13.0570
H -7.9190 -0.2590 -10.5570
H -6.8730 -0.3290 -11.9750
H -7.9110 2.5030 -13.5320
H -6.7940 1.1710 -13.4160
C -4.8790 6.8670 -8.7670
O -4.5850 8.1740 -8.3410
N -5.7150 6.1360 -8.1180
N -4.4360 6.3080 -9.8250
H -5.9340 6.5470 -7.1590
H -5.9130 5.1070 -8.1640
H -3.8680 6.9260 -10.4460
H -4.4530 5.2870 -10.0120
C -7.1720 9.9630 -13.3400
O -7.4030 11.3070 -13.4880
N -7.4960 9.2150 -12.3200
N -6.4780 9.3580 -14.2720
H -8.2110 9.6870 -11.7080
H -7.1580 8.2320 -12.1610
H -6.0540 9.9820 -15.0100
H -6.3340 8.3150 -14.2490
C -7.3190 3.4660 -7.6920
O -7.9310 3.9500 -6.5460
N -7.9390 2.7640 -8.5850
N -6.0360 3.6690 -7.9000
H -8.8620 2.4090 -8.2840
H -7.5360 2.5140 -9.4390
H -5.3690 4.0830 -7.1520
H -5.6030 3.3190 -8.7630
C -8.3050 3.8190 -15.6470
O -8.2760 2.7130 -16.5320
N -9.2200 4.6900 -15.7030
N -7.5450 3.9790 -14.5890
H -9.8810 4.5390 -16.4800
H -9.3930 5.5080 -15.1430
H -6.7110 3.3910 -14.5580
H -7.4230 4.9640 -14.2230
C -5.7020 6.4920 -13.0460
O -4.3210 6.3020 -13.2390
N -6.5790 6.6560 -13.9630
N -6.2610 6.5910 -11.8750
H -6.0590 6.6140 -14.9310
H -7.5680 6.9270 -13.7870
H -5.6450 6.4620 -11.0460
H -7.2790 6.4540 -11.6280
C -11.5850 3.9690 -13.3040
O -12.0540 4.7770 -14.3200
N -10.3960 3.4500 -13.3620
N -12.3150 3.6360 -12.2660
H -9.7280 3.6990 -14.1660
H -9.9940 2.9760 -12.5150
H -13.2720 3.9810 -12.1290
H -12.0460 2.9520 -11.5420
C -5.1510 3.3010 -11.1500
O -4.3470 3.2660 -10.0770
H -5.0110 4.1850 -11.7700
H -6.1380 3.2550 -10.7250
H -4.9710 2.4720 -11.8570
H -3.7120 2.4930 -10.1590
C -10.7270 9.7450 -11.1610
O -9.4930 10.3830 -10.8840
H -11.3440 10.4530 -11.6220
H -11.0650 9.3280 -10.1720
H -10.5450 8.9230 -11.7560
H -9.6700 11.2320 -10.4740
C -8.2820 8.0730 -9.0760
O -8.4400 6.8320 -8.4520
H -8.9830 8.1410 -9.8800
H -7.3440 8.1950 -9.6370
H -8.4100 8.9060 -8.3720
H -7.5460 6.4490 -8.5810
C -12.4930 7.5990 -12.8420
O -11.5490 6.7280 -12.2900
H -13.1290 7.0090 -13.4930
H -12.0260 8.3950 -13.4170
H -13.0320 8.0400 -12.0310
H -12.0210 5.9460 -12.1560
C -11.4870 5.3880 -8.6750
O -11.3340 6.8200 -8.9420
H -12.3010 5.1780 -7.9780
H -10.5890 4.9870 -8.3260
H -11.6930 4.9240 -9.6500
H -10.4270 7.0130 -8.8040
C -8.5490 4.8520 -10.9820
O -8.8540 6.1690 -11.2600
H -9.3220 4.3670 -10.4220
H -7.7190 4.6730 -10.3420
H -8.3900 4.3200 -11.9320
H -9.7770 6.1840 -11.4180

Computed properties:
E: -2426.0799 Eh
HOMO-LUMO gap: 7.41 eV
E_HOMO: -8.37 eV
LUMO level: -0.960 eV
Max |F|: 9.77 eV/Å

The following is a DFT calculation (ωB97M-V with the def2-TZVPD basis set) of a molecular structure, C15H5BrCl48FNOSi in a non-equilibrium geometry.

Atoms and positions in Å:
C -1.9191 -0.2023 0.2606
C -1.0574 0.2270 -0.9268
F -0.9344 -0.8594 -1.8016
Si 0.5991 0.8671 -0.2671
Br 1.0068 2.8266 -1.2095
O 1.9181 -0.1579 -0.5932
C 1.7038 -1.3879 -0.2064
N 1.3907 -2.4942 -0.1396
H -2.2305 0.6588 0.8519
H -2.8056 -0.7328 -0.0817
H -1.3349 -0.8663 0.9011
H -1.6067 1.0161 -1.4463
H 0.4561 1.0758 1.1668
C 2.7687 6.0839 -2.5666
Cl 3.0886 4.7146 -3.6360
Cl 1.0363 6.1308 -2.1988
Cl 3.6813 5.9013 -1.0646
Cl 3.2537 7.5821 -3.3651
C -0.8217 -6.0130 -1.1469
Cl 0.5667 -6.3342 -0.1067
Cl -0.4861 -6.6056 -2.7780
Cl -2.2467 -6.8433 -0.4967
Cl -1.1338 -4.2825 -1.1984
C 3.4203 2.7744 3.2481
Cl 5.1340 2.4145 3.5263
Cl 3.2153 4.4491 2.7346
Cl 2.8052 1.7085 1.9745
Cl 2.5147 2.4869 4.7297
C -5.6659 -7.1620 2.5655
Cl -5.4638 -8.4466 3.7603
Cl -4.4273 -7.3153 1.3133
Cl -7.2694 -7.2864 1.8319
Cl -5.5022 -5.5909 3.3521
C 5.3897 6.2562 6.2688
Cl 5.6437 4.8939 5.1738
Cl 3.6899 6.3037 6.7483
Cl 6.4022 6.0635 7.7033
Cl 5.8115 7.7629 5.4474
C -7.0749 -2.0204 5.0139
Cl -5.3519 -2.2959 5.3048
Cl -7.3100 -0.3962 4.3620
Cl -7.6655 -3.2143 3.8575
Cl -7.9613 -2.1789 6.5327
C -10.3662 -0.1765 1.7526
Cl -10.7488 -1.1837 3.1508
Cl -9.2270 -1.0275 0.7055
Cl -11.8477 0.1707 0.8571
Cl -9.6418 1.3411 2.2978
C 1.0382 1.7371 -5.2818
Cl 2.5815 2.4770 -5.7314
Cl 1.3246 0.4764 -4.0813
Cl -0.0368 2.9739 -4.6188
Cl 0.2966 1.0175 -6.7122
C -0.6639 7.7442 -6.1629
Cl -1.3299 8.9406 -5.0456
Cl 0.2117 8.5705 -7.4556
Cl 0.4365 6.6791 -5.2883
Cl -1.9795 6.7912 -6.8577
C 4.6914 -2.3284 -3.4663
Cl 6.2743 -1.6620 -3.0548
Cl 3.4734 -1.6758 -2.3675
Cl 4.2800 -1.8797 -5.1287
Cl 4.7341 -4.0860 -3.3168
C 1.5948 -0.6774 7.0629
Cl 0.3573 0.5372 7.4097
Cl 1.6795 -0.9411 5.3203
Cl 3.1593 -0.1019 7.6456
Cl 1.1812 -2.1896 7.8725
C 6.6601 -6.2065 -6.5823
Cl 7.1848 -6.5773 -8.2281
Cl 5.4093 -7.3535 -6.0904
Cl 8.0371 -6.3318 -5.4828
Cl 6.0082 -4.5693 -6.5207

Computed properties:
E: -25757.0319 Eh
HOMO-LUMO gap: 10.78 eV
E_HOMO: -10.86 eV
LUMO level: -0.083 eV
Max |F|: 1.29 eV/Å